No. 1
The following is a DFT calculation (ωB97M-V with the def2-TZVPD basis set) of a structure of composition C21H18N3O3RbS6.

Output
Kohn-Sham gap   4.4 eV
Energy above the lowest of the compared OMol25 structures with the same formula, charge and spin   4.27 kcal/mol
Net charge   -2
E_HOMO   -0.536 eV

Each line ends with the Mulliken charge.
Positions of all 52 atoms, in Å:
Rb  -0.82605  -0.01075  0.42819  0.798
O  -1.65193  0.07782  2.91519  -0.847
S  -0.46447  -0.13592  3.72392  1.497
O  -0.41426  -1.35164  4.51004  -0.738
N  0.75679  0.10192  2.78239  -0.152
C  2.06306  -0.05233  3.18440  -0.059
C  2.54462  -0.26729  4.46898  -0.416
C  3.92541  -0.37324  4.73677  -0.909
C  4.86189  -0.27904  3.74902  -0.845
C  4.42449  -0.07016  2.41691  1.300
C  5.32779  0.02378  1.33266  -0.640
C  4.86096  0.21469  0.06909  -0.700
C  3.46394  0.32056  -0.12656  -0.228
N  2.59995  0.24428  0.84906  -0.246
C  3.04619  0.04751  2.12292  0.072
C  -0.46804  1.18964  4.91515  -0.113
C  -0.21457  2.48675  4.48582  -0.379
C  -0.23548  3.52465  5.40404  -0.671
C  -0.50645  3.26625  6.74276  -0.297
C  -0.75681  1.96731  7.16461  -0.545
C  -0.73499  0.92123  6.24957  -0.186
H  1.84437  -0.37906  5.28528  0.350
H  4.24332  -0.54024  5.76041  0.350
H  5.92237  -0.36714  3.96016  0.317
H  6.39237  -0.06510  1.52872  0.368
H  5.53277  0.28533  -0.77655  0.369
H  3.04598  0.47150  -1.11956  0.472
H  -0.00165  2.66833  3.43917  0.436
H  -0.04260  4.53864  5.07469  0.360
H  -0.52717  4.08101  7.45682  0.358
H  -0.96924  1.76722  8.20787  0.350
H  -0.91864  -0.10226  6.54952  0.443
S  -8.10365  0.35857  0.51989  -0.436
C  -6.55534  0.40344  -0.14902  0.081
S  -5.62493  1.81547  -0.34604  -0.154
C  -4.20463  1.16018  -1.14382  -0.032
C  -4.25458  -0.18765  -1.36277  -0.147
S  -3.10281  -1.23409  -2.14465  -0.442
S  -5.73384  -0.94418  -0.78792  -0.174
S  -2.96639  2.30953  -1.59306  -0.520
C  0.22854  -0.50309  -4.93778  -0.913
N  -0.33823  0.68979  -4.34388  0.119
C  -1.57656  1.23969  -4.89352  -0.757
C  0.05859  1.03004  -3.09972  0.023
O  0.96988  0.45693  -2.50657  -0.644
H  0.12793  -0.44601  -6.02142  0.354
H  -0.27947  -1.40288  -4.57794  0.274
H  1.28006  -0.57635  -4.67221  0.297
H  -1.73658  0.79821  -5.87611  0.299
H  -1.50209  2.32184  -5.01183  0.283
H  -2.42788  1.01677  -4.24875  0.222
H  -0.54417  1.82875  -2.65091  0.397

Forces on the atoms, in the same order (eV/Å):
-0.16 0.14 -1.33
-0.06 -0.11 0.68
-0.04 -0.03 0.17
-0.03 -0.05 0.06
0.49 -0.09 0.27
-0.18 0.07 -0.27
-0.03 -0.02 0.00
-0.14 0.00 0.01
-0.02 0.01 -0.06
0.03 0.02 -0.02
0.07 -0.03 0.10
-0.09 0.03 -0.10
0.02 0.02 -0.08
-0.10 -0.08 0.29
0.03 0.03 -0.14
0.00 0.11 0.11
-0.03 -0.02 0.05
0.01 0.01 0.00
-0.03 -0.03 0.01
0.02 0.01 -0.04
0.03 0.12 -0.03
0.00 0.00 -0.01
-0.04 0.00 0.00
-0.03 0.01 -0.02
-0.03 0.01 0.00
0.00 0.00 -0.02
0.02 -0.02 0.04
-0.01 -0.02 0.03
0.00 -0.02 0.01
0.01 -0.01 0.00
0.00 0.00 0.00
0.00 0.02 -0.01
0.12 -0.01 0.01
-0.10 0.04 -0.16
0.06 0.23 0.08
0.12 -0.04 -0.14
0.01 0.14 0.01
0.15 0.01 0.08
0.03 -0.28 0.01
-0.04 -0.04 0.24
-0.10 0.00 0.02
0.06 0.10 -0.04
-0.01 -0.03 0.11
-0.11 -0.44 -0.07
0.06 0.22 0.12
0.01 0.00 -0.03
-0.03 -0.01 0.00
0.02 0.01 0.03
-0.01 0.00 -0.01
0.02 0.00 0.05
0.01 -0.05 0.02
0.04 0.09 -0.02

=====

No. 2
The following is a DFT calculation (ωB97M-V with the def2-TZVPD basis set) of an isolated molecule of C21H18N4O2.

Output
Kohn-Sham gap   8.7 eV
Energy above the lowest of the compared OMol25 structures with the same formula, charge and spin   111.84 kcal/mol
SMILES string   Nc1ncccc1-c1cc(Cc2ccc(COc3ccccn3)cc2)no1
E_HOMO   -8.278 eV

Each line ends with the Mulliken charge.
Positions of all 45 atoms, in Å:
N  3.23374  1.93858  -5.48657  -0.499
C  3.08729  2.65085  -4.38161  0.484
N  3.30663  3.94651  -4.27532  -0.646
C  3.06729  4.62280  -3.09257  -0.334
C  2.75640  3.94050  -1.95821  -0.424
C  2.59750  2.61409  -1.92456  -0.689
C  2.65514  1.94392  -3.22429  0.526
C  2.37134  0.42382  -3.14065  -0.253
C  1.52278  -0.08517  -2.27710  -0.117
C  1.67395  -1.52523  -2.45550  0.458
C  0.70403  -2.52439  -1.87631  -0.721
C  0.29643  -2.00639  -0.38044  0.432
C  -1.05557  -1.62468  -0.13007  -0.755
C  -1.38497  -0.96377  1.07090  -0.453
C  -0.34281  -0.77556  2.05608  0.933
C  -0.77451  -0.11779  3.35283  -0.879
O  -1.46172  -1.12983  4.01311  -0.366
C  -2.83365  -0.97903  3.98314  0.382
C  -3.62116  -2.02109  3.66503  -0.039
C  -5.01288  -1.89442  3.68123  -0.256
C  -5.60913  -0.74626  4.09690  -0.292
C  -4.76477  0.30979  4.47936  -0.370
N  -3.41110  0.20398  4.41581  -0.565
C  0.92088  -1.37321  1.88574  -0.817
C  1.25732  -1.94058  0.65123  -0.466
N  2.58583  -1.73999  -3.33244  -0.781
O  2.96478  -0.53607  -3.93868  -0.230
H  4.03750  2.20279  -6.14906  0.281
H  3.19196  0.93178  -5.23063  0.362
H  3.26117  5.71968  -3.08741  0.326
H  2.63508  4.44119  -0.97936  0.313
H  2.29775  2.03964  -1.03565  0.486
H  0.86846  0.37657  -1.59400  0.745
H  1.32473  -3.43023  -1.84980  0.327
H  -0.18504  -2.60467  -2.57987  0.247
H  -1.81078  -1.85437  -0.91052  0.282
H  -2.35106  -0.47672  1.46082  0.428
H  0.19897  0.06073  3.94171  0.292
H  -1.31933  0.86145  3.40068  0.391
H  -3.16586  -2.98736  3.23980  0.274
H  -5.65366  -2.76634  3.36457  0.313
H  -6.74796  -0.56744  4.16895  0.273
H  -5.16636  1.11121  4.96686  0.461
H  1.62725  -1.36068  2.66813  0.447
H  2.22813  -2.30862  0.72773  0.488

Forces on the atoms, in the same order (eV/Å):
2.05 -1.66 -3.14
-0.78 0.62 4.03
-0.18 2.12 0.54
1.21 -0.71 -2.54
-0.23 2.48 2.84
-0.87 -3.55 -3.53
0.15 -1.39 2.66
0.99 3.63 -1.74
-0.30 -2.51 0.27
-1.07 2.55 0.02
0.50 0.54 1.55
0.01 -1.10 -1.32
0.27 0.25 0.05
1.18 0.78 1.47
-1.07 0.02 -1.45
3.21 0.89 0.64
-2.42 -0.17 1.03
-0.59 2.62 1.66
-0.30 -3.26 -1.83
-0.64 -1.90 -0.60
-1.73 1.76 0.56
2.53 -3.49 -1.12
0.05 -0.87 -0.29
-2.26 0.86 -1.29
-2.34 0.81 0.72
0.00 -2.12 -1.71
-0.40 0.65 2.76
-1.93 -0.49 1.47
0.38 1.09 -1.16
-0.26 -1.05 -0.18
0.18 0.18 -0.80
0.44 0.43 -0.48
-0.47 0.56 0.49
-0.87 -0.34 0.18
1.09 -0.04 1.07
0.56 0.42 0.60
1.12 -1.17 -1.60
-1.40 -0.13 -0.59
0.29 -1.00 -0.70
-0.63 1.61 0.95
0.89 1.00 0.36
2.06 -0.62 -0.20
-0.72 2.47 0.84
0.74 0.11 0.80
1.59 -0.86 -1.26

=====

No. 3
The following is a DFT calculation (ωB97M-V with the def2-TZVPD basis set) of a cluster of 2 separate species, C21H19 in total.

Output
Kohn-Sham gap   4.6 eV
Energy above the lowest of the compared OMol25 structures with the same formula, charge and spin   0.00 kcal/mol
Net charge   +1
E_HOMO   -10.667 eV

Each line ends with the Mulliken charge.
Positions of all 40 atoms, in Å:
C  2.54238  1.22314  2.40701  -0.489
C  1.31944  1.75795  2.17052  0.073
C  0.85016  2.32293  0.90878  1.065
C  -0.47451  2.82700  0.78638  -0.484
C  -0.93697  3.37353  -0.41159  -0.471
C  -0.08767  3.43391  -1.53291  -0.437
C  1.22321  2.93163  -1.43154  -0.562
C  1.68222  2.38394  -0.23199  -0.383
H  2.78501  0.78720  3.36820  -0.258
H  3.31473  1.19970  1.63711  0.137
H  0.59466  1.77464  3.00284  0.255
H  -1.13755  2.77701  1.64962  0.303
H  -1.95877  3.75507  -0.48425  0.365
H  -0.44554  3.86432  -2.46925  0.371
H  1.88347  2.97284  -2.30574  0.356
H  2.70087  1.98660  -0.15725  0.187
C  3.43744  0.39412  5.47781  -0.727
C  4.27203  -0.68658  5.05473  1.359
C  3.76111  -2.01050  5.27458  -0.514
C  4.40927  -3.13539  4.79388  -0.705
C  5.62666  -3.00585  4.09942  -0.269
C  6.20282  -1.73600  3.95230  -0.920
C  5.56689  -0.60143  4.44941  -0.117
C  3.74277  1.77579  5.70033  1.398
C  2.80303  2.51626  6.49207  -0.600
C  2.91874  3.88353  6.67488  -0.691
C  4.00347  4.58069  6.11119  -0.300
C  4.98778  3.87236  5.40768  -0.922
C  4.87934  2.49699  5.21916  -0.020
H  2.42905  0.08818  5.81973  0.211
H  2.85308  -2.10757  5.87264  0.365
H  3.98200  -4.12541  4.95884  0.390
H  6.12669  -3.88731  3.69343  0.404
H  7.16913  -1.62793  3.45368  0.410
H  6.08178  0.35358  4.39971  0.325
H  2.00590  1.95658  6.98483  0.390
H  2.17608  4.42078  7.26469  0.398
H  4.08769  5.66273  6.23521  0.405
H  5.85926  4.39543  5.00841  0.411
H  5.68447  1.96942  4.71814  0.290

Forces on the atoms, in the same order (eV/Å):
-1.11 0.58 -0.51
0.90 -0.63 0.97
-0.63 0.65 -1.23
0.75 -0.26 0.01
0.44 -0.05 -0.36
0.14 -0.27 0.68
-0.28 0.09 0.03
-0.27 0.03 0.23
-0.12 0.12 -0.27
-0.16 -0.11 0.27
0.31 -0.06 -0.46
0.12 0.03 -0.15
0.37 -0.15 0.06
0.13 -0.15 0.28
-0.26 -0.04 0.42
-0.43 0.24 -0.21
1.00 0.05 1.08
0.12 -0.73 -0.11
-0.09 0.46 -0.23
0.31 -0.06 0.00
-0.54 0.34 0.23
-0.04 0.39 0.18
-0.15 -0.17 0.05
-0.24 0.52 0.17
0.07 -0.28 -0.41
0.27 0.14 0.03
-0.30 -0.54 0.02
0.11 -0.43 -0.05
-0.17 0.10 0.18
0.65 0.18 -0.20
0.09 -0.08 -0.39
0.13 0.33 -0.01
-0.16 0.28 0.15
-0.34 -0.05 0.22
-0.16 -0.47 -0.29
0.02 0.28 -0.28
0.22 -0.18 -0.15
-0.03 -0.38 -0.03
-0.32 -0.17 0.14
-0.35 0.44 -0.05

=====

No. 4
The following is a DFT calculation (ωB97M-V with the def2-TZVPD basis set) of a structure of composition C21H19AgN3O2.

Output
Kohn-Sham gap   6.8 eV
Net charge   -1
E_HOMO   -3.768 eV

Each line ends with the Mulliken charge.
Positions of all 46 atoms, in Å:
Ag  -0.31950  1.13108  -0.18509  0.287
O  -1.67058  -0.76927  -0.03943  -0.674
C  -2.96606  -0.66967  0.00267  0.741
C  -3.67918  -1.86085  -0.24002  -0.162
C  -5.03719  -2.01287  -0.09392  -0.551
C  -5.77426  -0.83546  0.14387  -0.648
C  -5.10434  0.36288  0.40177  -0.643
C  -3.72447  0.55389  0.31325  0.411
C  -3.25141  1.96512  0.40531  -0.222
N  -2.00656  2.37165  0.37430  -0.127
C  -1.77036  3.85964  0.02906  -0.680
C  -0.30817  4.26736  0.26731  -0.616
N  0.59672  3.11640  -0.03791  -0.002
C  1.84980  3.41009  -0.20807  -0.353
C  3.00006  2.51259  -0.36358  0.416
C  4.17109  3.19525  -0.68785  -0.602
C  5.40662  2.56621  -0.50625  -0.537
C  5.48606  1.20024  -0.32225  -0.315
C  4.35506  0.45144  -0.08801  -0.595
C  3.03156  1.03461  -0.18401  0.472
O  1.99370  0.26621  -0.15651  -0.566
H  -3.02321  -2.70741  -0.38131  0.143
H  -5.60645  -2.91163  -0.16570  0.397
H  -6.85383  -0.94869  0.25655  0.317
H  -5.75462  1.24140  0.44370  0.204
H  -4.10928  2.67156  0.62154  0.110
H  -2.38346  4.45362  0.64575  0.412
H  -1.97127  3.97484  -1.03873  0.177
H  -0.10864  4.64448  1.30870  0.288
H  0.03815  5.12221  -0.34619  0.436
H  2.12807  4.43656  -0.09174  0.246
H  4.19017  4.27339  -0.88764  0.276
H  6.31380  3.14798  -0.57637  0.327
H  6.51408  0.81464  -0.30730  0.300
H  4.43999  -0.58971  0.16112  0.357
C  1.01171  -6.01156  0.55016  -0.252
C  2.24933  -5.40725  0.42487  -0.385
C  2.27850  -4.06200  0.04609  -0.221
N  1.18544  -3.39631  -0.39282  -0.385
C  -0.03328  -3.96365  -0.22076  -0.053
C  -0.14360  -5.28514  0.23214  -0.352
H  0.95839  -7.09932  0.82207  0.286
H  3.17633  -5.92680  0.60980  0.374
H  3.17582  -3.46318  -0.01604  0.344
H  -0.86131  -3.34978  -0.61037  0.296
H  -1.08941  -5.77479  0.08782  0.325

Forces on the atoms, in the same order (eV/Å):
0.84 -1.88 -0.24
-1.45 0.63 0.00
2.20 1.29 0.24
-0.63 -1.35 0.40
0.36 1.98 -0.09
0.09 -0.11 0.89
-1.44 0.02 -1.12
0.53 -0.22 -0.10
0.87 -0.42 0.76
-2.56 1.59 -0.79
0.96 -2.18 0.18
1.42 -0.46 0.46
1.25 1.60 -0.08
-1.15 -1.85 0.39
-1.00 -0.32 -0.50
1.60 -0.36 1.52
-0.43 1.43 -1.37
0.19 -0.36 0.80
0.06 0.62 -0.30
-1.25 -0.45 -0.23
1.34 1.59 0.25
-0.06 -0.18 -0.20
0.17 -0.81 -0.24
0.22 0.47 -0.08
0.26 -0.01 0.46
0.77 -0.30 -0.69
-1.12 0.94 0.48
-0.28 0.02 0.17
-0.45 -0.73 -0.57
-0.67 -0.23 -0.10
0.35 1.02 -0.21
-0.33 -0.35 0.14
0.12 0.06 -0.28
-0.58 -0.40 0.21
-0.21 -0.36 -0.14
-0.45 -0.95 -0.22
-0.04 0.89 0.34
-1.36 0.20 -0.98
-0.24 -0.39 1.34
1.57 -0.13 -0.86
0.33 0.24 -0.57
-0.09 1.19 -0.29
0.04 -0.12 0.20
0.32 -0.25 -0.04
0.29 -0.46 0.48
-0.36 -0.18 0.60

=====

Q: Which of these has the highest E_HOMO?
A: C21H18N3O3RbS6